C28H28NO3 | the ωB97M-V functional and the def2-TZVPD basis

Cartesian coordinates (Å):
1 C 4.85 -4.47 4.44
2 O 4.19 -3.20 4.52
3 C 3.18 -2.91 3.67
4 C 2.59 -1.63 3.77
5 C 1.59 -1.25 2.88
6 C 1.14 -2.11 1.84
7 C 0.18 -1.64 0.88
8 C -0.42 -0.41 0.81
9 C -1.35 0.06 -0.24
10 C -0.89 1.20 -1.03
11 C -0.71 2.58 -0.32
12 N -1.47 3.67 -0.38
13 C -1.15 4.70 0.66
14 C -2.32 5.64 0.89
15 O -2.79 6.19 -0.35
16 C -3.23 5.18 -1.27
17 C -2.16 4.15 -1.61
18 C 0.38 0.79 -1.78
19 C 0.23 0.02 -2.95
20 C 1.31 -0.73 -3.39
21 C 2.53 -0.66 -2.74
22 C 2.71 0.23 -1.68
23 C 1.65 1.02 -1.25
24 C -1.86 -1.20 -1.02
25 C -3.00 -1.19 -1.83
26 C -3.36 -2.33 -2.55
27 C -2.63 -3.53 -2.43
28 C -1.53 -3.59 -1.57
29 C -1.18 -2.42 -0.88
30 O -0.11 -2.58 -0.06
31 C 1.70 -3.42 1.82
32 C 2.71 -3.81 2.70
33 H 5.62 -4.44 5.21
34 H 4.15 -5.29 4.66
35 H 5.30 -4.63 3.46
36 H 2.93 -0.93 4.54
37 H 1.13 -0.27 2.94
38 H -0.19 0.34 1.56
39 H -2.24 0.57 0.18
40 H -1.82 1.20 -1.61
41 H 0.15 2.66 0.38
42 H -0.91 4.18 1.58
43 H -0.29 5.31 0.32
44 H -3.12 5.11 1.44
45 H -1.98 6.53 1.45
46 H -4.12 4.66 -0.87
47 H -3.50 5.76 -2.15
48 H -1.42 4.65 -2.28
49 H -2.60 3.31 -2.14
50 H -0.72 0.02 -3.47
51 H 1.16 -1.40 -4.25
52 H 3.36 -1.29 -3.07
53 H 3.67 0.32 -1.17
54 H 1.80 1.77 -0.47
55 H -3.61 -0.29 -1.89
56 H -4.21 -2.30 -3.22
57 H -2.89 -4.42 -3.00
58 H -0.94 -4.47 -1.41
59 H 1.37 -4.16 1.08
60 H 3.14 -4.82 2.63

## Properties
Total charge: +1
DFT total energy, eV: -37114.0042
M, g mol⁻¹: 426.54
Frontier orbital gap, eV: 5.5
SMILES string: COc1ccc(C2=C[C@@H]([C@@H](C=[N+]3CCOCC3)c3ccccc3)c3ccccc3O2)cc1
LUMO, eV: -4.54

---

C2H2O4 | the ωB97M-V functional and the def2-TZVPD basis

Cartesian coordinates (Å):
1 C -1.85 -0.32 -0.30
2 C 0.44 0.09 0.16
3 O -1.79 -1.37 0.21
4 O -2.10 0.76 -0.64
5 O 0.99 -1.03 0.03
6 O 1.36 1.08 0.25
7 H 1.95 -1.20 0.17
8 H 1.01 1.99 0.12

## Properties
DFT total energy, eV: -10294.8996
M, g mol⁻¹: 90.03
Frontier orbital gap, eV: 10.0
LUMO, eV: 0.52
Energy above the lowest of the compared OMol25 structures with the same formula, charge and spin, kJ/mol: 219.6

---

C33H33BBrN14O2Rh | the ωB97M-V functional and the def2-TZVPD basis

Cartesian coordinates (Å):
1 Rh 0.22 0.20 0.49
2 B 1.77 1.21 3.47
3 N 0.46 0.35 3.58
4 C -0.18 0.08 4.70
5 C -1.40 -0.60 4.40
6 C -1.40 -0.69 3.04
7 N -0.28 -0.10 2.53
8 N 2.70 0.62 2.38
9 C 4.04 0.56 2.44
10 C 4.54 0.27 1.18
11 C 3.41 0.16 0.38
12 N 2.31 0.37 1.11
13 H 1.46 2.34 3.18
14 H 2.33 1.12 4.52
15 H 0.23 0.38 5.65
16 H -2.13 -0.95 5.09
17 H -2.12 -1.14 2.38
18 H 4.55 0.75 3.37
19 H 5.57 0.15 0.90
20 H 3.31 -0.04 -0.67
21 C 2.82 4.73 -1.07
22 N 1.68 3.87 -0.77
23 C 1.48 3.05 0.24
24 N 0.32 2.42 0.08
25 C -0.14 2.93 -1.10
26 N 0.64 3.81 -1.64
27 C 3.72 4.17 -2.15
28 C 4.22 5.05 -3.10
29 C 5.11 4.61 -4.07
30 C 5.52 3.29 -4.08
31 C 5.03 2.40 -3.13
32 C 4.12 2.83 -2.17
33 C 5.58 1.04 -3.16
34 N 6.61 0.67 -3.83
35 N 6.84 -0.66 -3.52
36 C 5.93 -1.01 -2.70
37 O 5.05 0.01 -2.42
38 C 5.79 -2.33 -2.06
39 C 6.88 -3.20 -2.13
40 C 6.79 -4.44 -1.52
41 C 5.64 -4.82 -0.86
42 C 4.54 -3.96 -0.81
43 C 3.29 -4.44 -0.11
44 N 2.17 -3.52 -0.26
45 C 1.71 -2.61 0.58
46 N 0.71 -1.94 -0.01
47 C 0.65 -2.51 -1.25
48 N 1.50 -3.47 -1.43
49 C 4.62 -2.71 -1.42
50 H 3.36 4.89 -0.14
51 H 2.41 5.69 -1.39
52 H 2.16 2.94 1.07
53 H -1.08 2.64 -1.55
54 H 3.90 6.08 -3.09
55 H 5.49 5.30 -4.81
56 H 6.23 2.94 -4.82
57 H 3.76 2.14 -1.41
58 H 7.77 -2.89 -2.65
59 H 7.64 -5.12 -1.57
60 H 5.58 -5.79 -0.40
61 H 3.46 -4.58 0.96
62 H 2.97 -5.39 -0.52
63 H 2.08 -2.45 1.57
64 H -0.05 -2.21 -2.02
65 H 3.77 -2.05 -1.41
66 C -0.37 0.15 -3.68
67 C 0.92 0.58 -3.02
68 N 1.83 1.13 -3.81
69 O 1.13 0.43 -1.81
70 H -0.83 1.00 -4.18
71 H -1.06 -0.24 -2.93
72 H -0.17 -0.61 -4.43
73 H 1.66 1.28 -4.79
74 H 2.68 1.50 -3.41
75 Br -4.57 -2.60 -1.72
76 C -3.88 -1.03 -0.95
77 C -4.69 0.05 -0.66
78 C -4.12 1.18 -0.09
79 C -2.76 1.18 0.17
80 N -1.97 0.14 -0.13
81 C -2.53 -0.96 -0.67
82 H -5.75 0.02 -0.88
83 H -4.72 2.04 0.16
84 H -2.28 2.04 0.63
85 H -1.88 -1.80 -0.86

## Properties
Total charge: +2
Spin multiplicity: 5
DFT total energy, eV: -133425.9145
M, g mol⁻¹: 851.35
Frontier orbital gap (alpha / beta), eV: 7.8 / 4.0
LUMO (alpha / beta), eV: -5.20 / -9.05
Energy above the lowest of the compared OMol25 structures with the same formula, charge and spin, kJ/mol: 0.0

---

C4H5O2 | the ωB97M-V functional and the def2-TZVPD basis

Cartesian coordinates (Å):
1 C -0.93 1.01 0.02
2 C -2.74 -0.33 -0.04
3 C 0.14 0.25 0.04
4 C 1.34 -0.41 -0.03
5 O -2.23 0.98 0.00
6 O -2.07 -1.28 -0.04
7 H -0.63 1.96 0.46
8 H -3.92 -0.29 -0.02
9 H 1.16 -1.52 0.32
10 H 2.06 -0.11 0.67
11 H 1.83 -0.50 -1.02

## Properties
Total charge: +1
DFT total energy, eV: -8312.7378
M, g mol⁻¹: 85.08
Frontier orbital gap, eV: 9.0
LUMO, eV: -6.86
Energy above the lowest of the compared OMol25 structures with the same formula, charge and spin, kJ/mol: 285.7

---

C19H27ClN6O2 | the ωB97M-V functional and the def2-TZVPD basis

Cartesian coordinates (Å):
1 C 3.89 -2.37 -1.32
2 C 3.63 -1.29 -0.32
3 C 4.13 0.02 -0.29
4 C 3.58 0.59 0.84
5 N 2.82 -0.36 1.42
6 C 1.96 -0.20 2.58
7 C 2.14 -1.35 3.58
8 C 0.46 -0.05 2.24
9 O -0.25 0.52 3.05
10 N 0.09 -0.62 1.08
11 C -1.25 -0.91 0.54
12 C -1.41 -0.16 -0.79
13 N -0.29 -0.34 -1.69
14 C -0.13 -1.48 -2.38
15 O -0.88 -2.44 -2.30
16 C 1.07 -1.46 -3.31
17 N 1.76 -0.31 -3.34
18 C 2.82 -0.21 -4.13
19 C 3.53 1.11 -4.17
20 N 3.26 -1.18 -4.93
21 C 2.58 -2.32 -4.92
22 C 1.46 -2.52 -4.12
23 Cl 0.69 -4.05 -4.20
24 C -2.43 -0.63 1.47
25 C -2.59 -1.62 2.63
26 C -3.05 -2.99 2.15
27 C -3.57 -1.05 3.65
28 N 2.83 -1.51 0.72
29 H 4.42 -1.97 -2.18
30 H 4.50 -3.16 -0.88
31 H 2.96 -2.82 -1.66
32 H 4.82 0.48 -0.98
33 H 3.68 1.57 1.27
34 H 2.25 0.74 3.05
35 H 1.49 -1.17 4.43
36 H 1.87 -2.30 3.11
37 H 3.17 -1.40 3.91
38 H 0.83 -1.13 0.61
39 H -1.25 -1.97 0.29
40 H -2.32 -0.51 -1.28
41 H -1.51 0.91 -0.59
42 H 0.40 0.38 -1.82
43 H 4.60 0.95 -4.31
44 H 3.17 1.69 -5.02
45 H 3.34 1.67 -3.26
46 H 2.93 -3.11 -5.56
47 H -2.36 0.39 1.85
48 H -3.33 -0.69 0.85
49 H -1.62 -1.72 3.12
50 H -4.02 -2.91 1.64
51 H -2.35 -3.45 1.45
52 H -3.17 -3.67 2.99
53 H -4.55 -0.88 3.19
54 H -3.71 -1.73 4.49
55 H -3.21 -0.09 4.04

## Properties
DFT total energy, eV: -45700.9849
M, g mol⁻¹: 406.92
Frontier orbital gap, eV: 8.9
SMILES string: Cc1ccn([C@H](C)C(=O)N[C@H](CNC(=O)c2nc(C)ncc2Cl)CC(C)C)n1
LUMO, eV: -0.24
Energy above the lowest of the compared OMol25 structures with the same formula, charge and spin, kJ/mol: 28.7

---

C8H14Cl3N2O2Pd | the ωB97M-V functional and the def2-TZVPD basis

Cartesian coordinates (Å):
1 Pd -32.24 13.90 15.85
2 C -28.82 11.16 14.24
3 C -30.14 11.64 13.54
4 N -30.77 10.57 12.80
5 C -31.84 9.80 13.23
6 C -31.96 8.70 12.44
7 N -31.12 8.85 11.38
8 C -30.34 10.01 11.61
9 C -31.13 7.94 10.23
10 H -28.13 11.99 14.15
11 H -28.38 10.37 13.61
12 H -29.04 10.94 15.28
13 H -29.85 12.46 12.89
14 H -30.96 12.04 14.13
15 H -32.33 10.10 14.15
16 H -32.62 7.85 12.48
17 H -29.46 10.32 11.07
18 H -30.33 7.20 10.32
19 H -31.31 8.42 9.27
20 H -31.96 7.23 10.23
21 C -35.24 16.31 17.76
22 C -34.25 15.35 17.03
23 O -33.95 14.33 17.65
24 O -33.52 15.68 16.07
25 H -34.73 17.19 18.16
26 H -35.80 15.80 18.53
27 H -35.93 16.57 16.96
28 Cl -30.41 15.28 14.74
29 Cl -33.92 12.80 14.10
30 Cl -30.79 12.41 17.21

## Properties
Total charge: -2
Spin multiplicity: 4
DFT total energy, eV: -56645.5843
M, g mol⁻¹: 382.99
Frontier orbital gap (alpha / beta), eV: 3.7 / 6.8
LUMO (alpha / beta), eV: 4.63 / 4.51

---

C6H13N2 | the ωB97M-V functional and the def2-TZVPD basis

Cartesian coordinates (Å):
1 C 1.84 -1.75 -0.45
2 C 1.43 -0.67 0.30
3 C -1.62 -1.08 -0.35
4 C -2.23 -0.17 0.85
5 C -1.06 0.23 -0.80
6 C 1.65 1.83 0.32
7 N -1.69 0.99 0.14
8 N 1.20 0.51 -0.29
9 H 1.86 -2.78 -0.01
10 H 2.07 -1.67 -1.44
11 H 1.08 -0.76 1.31
12 H -1.03 -2.02 0.06
13 H -2.33 -1.43 -1.07
14 H -3.38 -0.29 0.78
15 H -2.02 -0.37 1.87
16 H -0.69 0.61 -1.75
17 H 1.15 2.77 0.09
18 H 1.54 1.78 1.49
19 H 2.80 1.82 0.04
20 H -1.98 1.89 0.24
21 H 1.41 0.57 -1.33

## Properties
Total charge: +1
DFT total energy, eV: -9402.6966
M, g mol⁻¹: 113.18
Frontier orbital gap, eV: 8.1
LUMO, eV: -4.06
Energy above the lowest of the compared OMol25 structures with the same formula, charge and spin, kJ/mol: 402.4

---

C4H6N2O | the ωB97M-V functional and the def2-TZVPD basis

Cartesian coordinates (Å):
1 N -1.86 0.58 -0.03
2 C -0.46 0.33 0.05
3 C 0.68 1.12 0.22
4 C 1.84 0.34 0.24
5 N 1.37 -0.98 0.05
6 C 0.02 -0.98 -0.01
7 O -0.70 -2.10 -0.08
8 H -2.10 1.12 -0.86
9 H -2.18 1.11 0.78
10 H 0.76 2.21 0.28
11 H 2.16 0.93 -0.63
12 H 1.93 -1.82 0.01
13 H -1.63 -1.80 -0.10

## Properties
DFT total energy, eV: -9271.1313
M, g mol⁻¹: 98.10
Frontier orbital gap, eV: 8.6
SMILES string: Nc1cc[nH]c1O
LUMO, eV: 0.82
Energy above the lowest of the compared OMol25 structures with the same formula, charge and spin, kJ/mol: 228.7

---

C3H7FN2O | the ωB97M-V functional and the def2-TZVPD basis

Cartesian coordinates (Å):
1 N 0.51 1.69 0.05
2 C 0.46 0.14 0.57
3 C -0.90 -0.53 0.41
4 N -1.91 -0.02 -0.27
5 O -3.06 -0.86 -0.08
6 C 1.48 -0.35 -0.30
7 F 1.97 -1.77 -0.08
8 H 0.36 1.53 -1.14
9 H 1.56 1.89 0.21
10 H 0.81 0.08 1.69
11 H -1.03 -1.43 1.05
12 H -3.72 -0.29 -0.33
13 H 2.52 0.07 -0.51
14 H 0.96 -0.15 -1.28

## Properties
DFT total energy, eV: -10965.1732
M, g mol⁻¹: 106.10
Frontier orbital gap, eV: 10.9
SMILES string: N[C@@H](/C=N/O)CF
LUMO, eV: 0.76
Energy above the lowest of the compared OMol25 structures with the same formula, charge and spin, kJ/mol: 385.3

---

C30H30FIN6O8RuS2 | the ωB97M-V functional and the def2-TZVPD basis

Cartesian coordinates (Å):
1 Ru 0.62 -2.76 0.64
2 C 2.19 -5.24 3.20
3 C 1.69 -5.56 1.84
4 N 1.10 -4.74 0.99
5 C 0.85 -5.46 -0.16
6 C 1.25 -6.75 0.02
7 N 1.77 -6.78 1.29
8 C 1.26 -7.99 -0.80
9 O 0.80 -7.89 -2.02
10 O 1.68 -9.00 -0.30
11 C 0.29 -4.77 -1.35
12 O 0.07 -5.40 -2.38
13 O 0.09 -3.51 -1.18
14 H 2.46 -4.19 3.26
15 H 3.07 -5.83 3.43
16 H 1.43 -5.45 3.96
17 H 2.17 -7.62 1.68
18 H 0.48 -6.96 -2.23
19 F -3.41 2.33 -1.07
20 C -2.07 2.32 -1.26
21 C -1.40 1.20 -0.88
22 C -0.02 1.12 -1.07
23 C 0.70 -0.07 -0.62
24 O 0.07 -0.90 0.06
25 C 2.07 -0.16 -0.96
26 C 2.65 0.91 -1.57
27 N 2.03 2.07 -1.87
28 C 2.78 3.16 -2.43
29 C 2.95 4.41 -1.60
30 C 4.12 3.50 -1.85
31 C 0.65 2.18 -1.66
32 C -0.05 3.34 -2.01
33 C -1.42 3.44 -1.81
34 N -2.08 4.67 -2.10
35 C -1.63 5.49 -3.21
36 C -1.67 6.95 -2.75
37 N -2.86 7.12 -1.83
38 C -3.98 6.21 -2.24
39 C -3.54 4.77 -1.94
40 C 2.97 -1.37 -0.73
41 O 4.13 -1.27 -1.10
42 O 2.46 -2.43 -0.19
43 H -1.94 0.36 -0.46
44 H 3.70 0.83 -1.85
45 H 2.65 3.28 -3.50
46 H 2.50 4.39 -0.62
47 H 2.92 5.37 -2.09
48 H 4.49 2.91 -1.02
49 H 4.88 3.84 -2.53
50 H 0.50 4.17 -2.42
51 H -2.28 5.35 -4.08
52 H -0.62 5.25 -3.51
53 H -1.77 7.63 -3.59
54 H -0.78 7.20 -2.18
55 H -3.16 8.09 -1.80
56 H -2.58 6.84 -0.89
57 H -4.18 6.38 -3.29
58 H -4.87 6.45 -1.67
59 H -4.10 4.09 -2.60
60 H -3.80 4.53 -0.92
61 I -0.71 -2.62 6.41
62 C 0.47 -1.92 4.85
63 C 1.42 -0.94 5.06
64 C 2.17 -0.52 3.97
65 C 1.93 -1.08 2.73
66 N 1.01 -2.03 2.54
67 C 0.29 -2.45 3.58
68 H 1.59 -0.52 6.04
69 H 2.93 0.25 4.08
70 H 2.51 -0.79 1.86
71 H -0.44 -3.22 3.38
72 C -4.78 -3.17 3.39
73 O -3.73 -3.76 2.62
74 C -2.96 -2.99 1.87
75 S -3.08 -1.33 1.78
76 S -1.78 -3.86 0.94
77 H -5.07 -3.92 4.11
78 H -5.62 -2.92 2.74
79 H -4.43 -2.26 3.88

## Properties
Total charge: +1
Spin multiplicity: 2
DFT total energy, eV: -91983.7769
M, g mol⁻¹: 913.71
Frontier orbital gap (alpha / beta), eV: 5.6 / 5.6
LUMO (alpha / beta), eV: -3.44 / -3.44
Energy above the lowest of the compared OMol25 structures with the same formula, charge and spin, kJ/mol: 109.8

---

C11H19N3P | the ωB97M-V functional and the def2-TZVPD basis

Cartesian coordinates (Å):
1 C -0.53 -1.20 2.29
2 N -1.08 -0.80 1.02
3 C -1.54 -1.83 0.09
4 C -2.00 -1.08 -1.17
5 N -1.19 0.13 -1.23
6 C -1.43 1.05 -2.33
7 P -0.78 0.64 0.28
8 C -1.81 1.95 1.00
9 N 0.74 1.26 0.37
10 C 1.97 0.60 0.08
11 C 3.16 1.21 0.43
12 C 4.36 0.57 0.17
13 C 4.37 -0.68 -0.42
14 C 3.17 -1.29 -0.77
15 C 1.97 -0.65 -0.52
16 H -0.14 -0.32 2.81
17 H -1.31 -1.65 2.91
18 H 0.29 -1.92 2.17
19 H -2.36 -2.39 0.54
20 H -0.73 -2.53 -0.14
21 H -1.82 -1.68 -2.07
22 H -3.07 -0.85 -1.11
23 H -0.78 1.92 -2.21
24 H -1.17 0.56 -3.27
25 H -2.47 1.38 -2.38
26 H -1.69 2.89 0.45
27 H -1.55 2.11 2.05
28 H -2.85 1.64 0.94
29 H 0.85 2.20 0.72
30 H 3.16 2.19 0.89
31 H 5.29 1.05 0.44
32 H 5.30 -1.18 -0.62
33 H 3.17 -2.26 -1.24
34 H 1.03 -1.11 -0.81

## Properties
Total charge: +1
DFT total energy, eV: -25469.9634
M, g mol⁻¹: 224.27
Frontier orbital gap, eV: 9.6
SMILES string: CN1CCN(C)P1(C)=[NH+]c1ccccc1
LUMO, eV: -2.35
Energy above the lowest of the compared OMol25 structures with the same formula, charge and spin, kJ/mol: 0.0